C79H81ClF3NO3 | wB97M-V/def2-TZVPD

Total energy, hartree: -4099.1043
Lowest unoccupied orbital energy, eV: 0.2
Gap between HOMO and LUMO, Ha: 0.3337
HOMO energy, eV: -8.9
SMILES: C[C@H](Cl)CN(C[C@H](O)C(F)(F)F)C(=O)Oc1ccccc1.c1ccccc1.c1ccccc1.c1ccccc1.c1ccccc1.c1ccccc1.c1ccccc1.c1ccccc1.c1ccccc1.c1ccccc1.c1ccccc1.c1ccccc1

Geometry as XYZ:
```
168
Properties=species:S:1:pos:R:3:forces:R:3
C -5.395 -3.874 -0.150 -0.5 0.7 0.1
C -5.162 -2.495 -0.909 0.2 -0.5 2.3
Cl -3.433 -2.520 -1.485 -1.0 0.0 -0.6
C -5.216 -1.391 0.245 -0.7 -1.7 -0.7
N -4.604 -0.105 -0.147 -2.4 -0.9 0.7
C -4.325 0.642 1.088 0.6 0.6 1.1
C -3.492 1.962 1.001 0.0 0.9 1.2
O -4.256 3.119 0.600 -0.2 -0.8 0.3
C -2.152 1.942 0.176 0.7 1.2 -1.1
F -2.066 3.134 -0.524 0.2 -1.6 0.9
F -1.033 1.909 1.005 -1.5 -0.2 -0.8
F -1.997 0.953 -0.742 -0.2 0.7 1.2
C -5.353 0.599 -1.140 1.5 1.6 -1.2
O -4.807 1.474 -1.759 -0.4 -0.4 0.5
O -6.660 0.277 -1.548 0.4 -0.2 1.8
C -7.629 0.588 -0.598 -3.3 -0.1 1.8
C -8.899 -0.160 -0.709 0.2 0.6 0.6
C -10.020 0.014 0.192 2.4 1.3 0.1
C -9.887 0.995 1.279 1.3 -0.5 -1.6
C -8.659 1.786 1.392 -0.9 -1.9 -1.4
C -7.537 1.583 0.453 -1.1 -0.8 0.1
H -5.612 -4.720 -0.844 0.3 0.7 0.6
H -4.514 -4.096 0.515 -0.8 0.2 -0.9
H -6.275 -3.742 0.550 0.7 -0.2 -0.9
H -5.917 -2.318 -1.710 1.0 -0.1 0.4
H -4.702 -1.882 1.120 -0.1 1.0 -0.9
H -6.303 -1.319 0.542 0.9 0.2 -0.2
H -5.274 0.887 1.656 0.9 -0.1 -0.6
H -3.767 -0.055 1.781 -0.3 0.7 -0.9
H -3.188 2.206 2.064 0.0 -0.8 -1.0
H -4.236 3.771 1.320 0.1 -0.4 -0.4
H -9.001 -0.911 -1.537 0.3 0.8 0.9
H -10.926 -0.616 0.027 0.9 0.8 0.3
H -10.747 1.089 1.980 1.0 0.2 -0.5
H -8.621 2.517 2.232 0.3 -0.6 -1.0
H -6.604 2.176 0.583 -0.9 -0.4 -0.2
C 0.886 -1.552 2.152 -0.2 0.0 0.1
C 1.077 -2.788 2.760 0.0 0.0 0.0
C 0.394 -3.905 2.295 0.0 0.0 0.0
C -0.484 -3.786 1.223 0.0 0.1 0.0
C -0.682 -2.549 0.621 0.0 0.0 -0.1
C 0.004 -1.432 1.085 0.0 0.0 0.0
H 1.425 -0.682 2.511 0.0 0.0 0.0
H 1.761 -2.881 3.597 0.0 0.0 0.0
H 0.546 -4.869 2.766 0.0 0.0 0.0
H -1.016 -4.658 0.858 0.0 0.0 0.0
H -1.372 -2.454 -0.210 0.2 0.0 0.2
H -0.149 -0.468 0.614 0.0 -0.1 0.0
C 5.688 -0.543 -0.473 0.0 0.0 0.0
C 4.375 -0.698 -0.045 0.0 0.0 0.0
C 4.008 -1.824 0.681 0.0 0.0 0.0
C 4.954 -2.799 0.977 0.0 0.1 0.0
C 6.265 -2.649 0.541 0.0 0.0 0.0
C 6.633 -1.520 -0.182 -0.1 0.0 0.0
H 5.976 0.339 -1.034 0.0 0.0 0.0
H 3.636 0.061 -0.277 0.0 0.0 0.0
H 2.985 -1.943 1.018 0.1 0.0 -0.1
H 4.669 -3.677 1.545 0.0 0.0 0.0
H 7.001 -3.412 0.767 0.0 0.0 0.0
H 7.657 -1.402 -0.520 0.0 0.0 0.0
C 9.469 -2.594 4.494 0.0 0.0 0.0
C 10.666 -1.953 4.198 0.0 0.0 0.0
C 10.673 -0.843 3.363 0.0 -0.1 0.0
C 9.481 -0.375 2.820 0.0 -0.1 0.0
C 8.286 -1.021 3.108 0.0 0.1 0.0
C 8.279 -2.130 3.946 0.1 0.0 0.0
H 9.463 -3.456 5.151 0.0 0.0 0.0
H 11.595 -2.319 4.620 0.0 0.0 0.0
H 11.606 -0.341 3.136 0.0 0.0 0.0
H 9.486 0.493 2.170 0.0 0.0 0.0
H 7.358 -0.660 2.679 0.0 0.0 0.0
H 7.346 -2.632 4.173 0.0 0.0 0.0
C -2.758 6.472 -4.965 0.0 0.0 0.0
C -4.052 6.314 -4.485 0.0 0.0 0.0
C -4.387 5.184 -3.747 0.1 0.0 0.0
C -3.428 4.211 -3.491 0.0 -0.1 0.0
C -2.136 4.366 -3.978 0.0 0.1 0.0
C -1.800 5.497 -4.714 0.0 0.0 0.0
H -2.495 7.356 -5.535 0.0 0.0 0.0
H -4.801 7.071 -4.686 0.0 0.0 0.0
H -5.396 5.062 -3.370 0.0 0.0 0.0
H -3.689 3.332 -2.913 0.0 0.1 0.0
H -1.389 3.605 -3.784 0.0 0.0 0.0
H -0.791 5.618 -5.092 0.0 0.0 0.0
C 7.494 -5.167 -3.281 0.1 0.0 0.0
C 7.705 -4.223 -2.284 0.0 0.0 -0.1
C 8.820 -4.319 -1.460 0.0 0.0 -0.1
C 9.723 -5.363 -1.630 0.0 0.0 0.0
C 9.507 -6.312 -2.622 0.0 0.0 0.0
C 8.394 -6.214 -3.448 0.0 0.0 0.0
H 6.628 -5.088 -3.928 0.0 0.0 0.0
H 7.001 -3.411 -2.149 0.0 -0.1 0.0
H 8.987 -3.581 -0.684 0.0 0.0 0.0
H 10.593 -5.436 -0.989 0.0 0.0 0.0
H 10.207 -7.129 -2.752 0.0 0.0 0.0
H 8.227 -6.953 -4.223 0.0 0.0 0.0
C 8.138 -7.765 -9.282 0.0 0.0 0.0
C 7.466 -6.657 -8.779 0.0 0.0 0.0
C 7.983 -5.965 -7.690 0.0 0.0 0.0
C 9.169 -6.384 -7.101 0.0 0.0 0.0
C 9.837 -7.497 -7.598 0.0 0.0 0.0
C 9.322 -8.187 -8.689 0.0 0.0 0.0
H 7.739 -8.300 -10.135 0.0 0.0 0.0
H 6.539 -6.332 -9.238 0.0 0.0 0.0
H 7.460 -5.099 -7.301 0.0 0.0 0.0
H 9.574 -5.843 -6.253 0.0 0.0 0.0
H 10.759 -7.827 -7.134 0.0 0.0 0.0
H 9.844 -9.053 -9.078 0.0 0.0 0.0
C 11.781 3.004 4.535 0.0 0.1 0.0
C 10.505 2.467 4.414 0.0 0.0 0.1
C 9.447 3.274 4.012 0.0 0.0 0.0
C 9.665 4.619 3.735 0.0 0.0 0.0
C 10.940 5.157 3.865 0.0 0.0 0.0
C 11.998 4.350 4.264 0.0 0.0 0.0
H 12.607 2.373 4.843 0.0 0.0 0.0
H 10.334 1.421 4.632 0.0 0.1 0.0
H 8.452 2.854 3.914 0.0 0.0 0.0
H 8.841 5.247 3.418 0.0 0.0 0.0
H 11.109 6.207 3.654 0.0 -0.1 0.0
H 12.993 4.769 4.363 0.0 0.0 0.0
C 14.447 6.592 -0.290 0.0 0.0 0.0
C 13.134 6.436 0.137 0.0 0.0 0.0
C 12.767 5.310 0.864 0.0 0.0 -0.1
C 13.713 4.337 1.162 0.0 0.0 0.0
C 15.024 4.488 0.728 0.0 0.0 0.0
C 15.392 5.616 0.003 0.0 0.0 0.0
H 14.734 7.473 -0.851 0.0 0.0 0.0
H 12.395 7.194 -0.097 0.0 0.0 0.0
H 11.743 5.191 1.200 0.1 0.0 0.0
H 13.428 3.460 1.732 0.0 0.0 0.0
H 15.762 3.726 0.955 0.0 0.0 0.0
H 16.416 5.735 -0.333 0.0 0.0 0.0
C -2.062 0.553 4.943 0.0 0.0 -0.1
C -1.419 1.607 5.580 0.0 0.0 0.0
C -2.026 2.243 6.658 0.0 0.0 0.0
C -3.279 1.827 7.095 0.0 0.0 0.0
C -3.926 0.779 6.452 0.0 0.0 0.0
C -3.317 0.141 5.378 0.0 0.0 0.0
H -1.587 0.052 4.106 0.0 0.0 0.0
H -0.444 1.934 5.238 0.0 0.0 0.0
H -1.523 3.063 7.157 0.0 0.0 0.0
H -3.750 2.320 7.936 0.0 0.0 0.0
H -4.905 0.458 6.788 0.1 0.0 0.0
H -3.821 -0.678 4.878 0.0 0.0 0.0
C -15.199 1.116 -0.940 0.0 0.0 0.0
C -14.898 2.298 -0.273 0.0 0.0 0.0
C -13.656 2.898 -0.445 0.0 0.0 0.0
C -12.712 2.314 -1.281 0.0 0.0 0.0
C -13.009 1.127 -1.941 0.0 0.0 0.0
C -14.252 0.529 -1.772 0.0 0.0 0.0
H -16.170 0.652 -0.811 0.0 0.0 0.0
H -15.634 2.752 0.381 0.0 0.0 0.0
H -13.424 3.821 0.072 0.0 0.0 0.0
H -11.745 2.782 -1.417 0.0 0.0 0.0
H -12.271 0.667 -2.589 0.0 0.0 0.0
H -14.485 -0.396 -2.288 0.0 0.0 0.0
C -19.288 1.516 -0.469 0.0 -0.1 0.0
C -19.037 0.304 0.165 0.0 0.0 0.0
C -19.715 -0.842 -0.232 0.0 0.0 0.0
C -20.648 -0.776 -1.260 0.0 0.0 0.0
C -20.905 0.437 -1.887 0.0 0.0 0.0
C -20.225 1.583 -1.493 0.0 0.0 0.0
H -18.755 2.409 -0.163 0.0 0.0 0.0
H -18.311 0.253 0.969 0.0 0.0 0.0
H -19.516 -1.787 0.259 0.0 0.0 0.0
H -21.174 -1.670 -1.572 0.0 0.0 0.0
H -21.637 0.490 -2.685 0.0 0.0 0.0
H -20.425 2.528 -1.984 0.0 0.0 0.0
```
Forces are in eV/Å.

C5H8O | wB97M-V/def2-TZVPD

Total energy, hartree: -270.5225
Lowest unoccupied orbital energy, eV: 1.0
ΔE to the lowest compared entry with this formula, charge and spin, kcal per mole: 22.2
Gap between HOMO and LUMO, Ha: 0.3766
HOMO energy, eV: -9.3
SMILES: C[C@H]1CCC1=O

Geometry as XYZ:
```
14
Properties=species:S:1:pos:R:3:forces:R:3
C 1.700 -0.613 0.199 0.0 0.0 0.0
C 0.527 0.321 -0.058 0.1 0.1 0.0
C -0.612 -0.071 -1.029 0.0 -0.1 -0.1
C -1.656 0.267 0.070 -0.2 -0.1 0.1
C -0.493 0.555 1.032 -0.1 0.2 0.4
O -0.375 0.902 2.177 -0.3 -0.3 -0.5
H 2.392 -0.195 0.935 -0.1 0.0 -0.2
H 1.338 -1.565 0.610 0.0 0.2 -0.1
H 2.249 -0.858 -0.717 -0.1 0.2 0.1
H 0.741 1.383 -0.255 0.8 -0.3 -0.3
H -0.633 0.540 -1.937 -0.2 -0.1 0.2
H -0.620 -1.124 -1.328 0.1 0.2 0.1
H -2.368 1.074 -0.130 0.2 -0.1 0.2
H -2.188 -0.615 0.430 -0.2 0.1 -0.1
```
Forces are in eV/Å.

C38H57As2CsN6S3Si2 | wB97M-V/def2-TZVPD

Total energy, hartree: -8076.0217
Lowest unoccupied orbital energy (alpha / beta), eV: 3.6 / 3.6
Total charge: -2
ΔE to the lowest compared entry with this formula, charge and spin, kcal per mole: 34.0
Gap between HOMO and LUMO (alpha / beta), Ha: 0.1733 / 0.1554
HOMO energy (alpha / beta), eV: -1.1 / -0.6

Geometry as XYZ:
```
109
Properties=species:S:1:pos:R:3:forces:R:3
Cs -0.343 0.293 -1.459 -0.1 -0.5 -0.6
C -0.197 -0.996 -6.851 0.0 0.0 -0.1
C -0.128 -0.336 -5.504 0.0 0.1 0.2
N -0.690 -0.897 -4.423 0.0 -0.1 0.0
N -1.208 -2.147 -4.631 0.0 0.2 0.1
C -1.920 -2.803 -3.728 -0.1 0.0 0.1
N -2.185 -4.132 -4.080 0.0 0.0 0.0
S -2.514 -2.157 -2.288 -0.1 -0.3 -0.2
C 0.558 0.898 -5.311 0.0 0.0 0.0
C 1.075 1.701 -6.369 0.0 0.0 0.0
C 1.713 2.881 -6.089 0.0 0.0 0.0
C 1.861 3.305 -4.758 0.0 0.0 -0.1
C 1.333 2.473 -3.783 0.0 -0.1 0.0
N 0.715 1.325 -4.017 0.1 0.2 -0.1
H 0.354 -1.947 -6.870 0.0 0.0 0.0
H 0.239 -0.380 -7.631 0.0 0.0 0.0
H -1.232 -1.214 -7.142 0.0 0.0 0.0
H -0.995 -2.642 -5.488 0.0 0.0 0.0
H -1.368 -4.631 -4.409 0.0 0.0 0.0
H -2.602 -4.614 -3.297 0.0 0.0 0.0
H 0.960 1.399 -7.401 0.0 0.0 0.0
H 2.097 3.486 -6.903 0.0 0.0 0.0
H 2.353 4.231 -4.496 0.0 0.0 0.0
H 1.421 2.753 -2.731 0.0 0.0 -0.1
S -2.174 2.845 -0.514 -0.2 0.4 0.1
C -1.639 4.323 0.255 0.1 -0.1 0.0
C -2.273 5.556 0.028 0.0 0.0 0.0
C -1.807 6.725 0.608 0.0 0.0 0.0
C -0.692 6.705 1.437 0.0 0.0 0.0
C -0.057 5.494 1.687 -0.1 0.0 0.0
C -0.534 4.313 1.131 0.0 0.0 -0.2
As 0.404 2.511 1.224 0.3 0.3 0.7
C 1.862 3.159 2.403 0.0 0.0 -0.1
C 3.127 3.338 1.849 0.0 0.0 0.0
C 4.180 3.830 2.610 0.0 0.0 0.0
C 3.980 4.147 3.946 0.0 0.0 0.0
C 2.724 3.967 4.512 0.0 0.0 0.0
C 1.674 3.480 3.744 0.0 0.0 0.0
C -0.684 1.676 2.629 0.1 0.1 0.0
C -1.972 2.126 2.912 0.0 0.0 0.0
C -2.704 1.550 3.941 0.0 0.0 -0.1
C -2.163 0.518 4.697 0.0 0.0 0.0
C -0.879 0.073 4.428 0.0 0.0 0.0
C -0.144 0.653 3.401 0.0 0.0 0.0
H -3.132 5.576 -0.633 0.0 0.0 0.0
H -2.313 7.662 0.403 0.0 0.0 0.0
H -0.316 7.619 1.883 0.0 0.0 0.0
H 0.815 5.483 2.329 0.0 0.0 0.0
H 3.299 3.077 0.810 0.0 0.0 0.0
H 5.157 3.957 2.159 0.0 0.0 0.0
H 4.800 4.524 4.546 0.0 0.0 0.0
H 2.560 4.206 5.556 0.0 0.0 0.0
H 0.697 3.345 4.195 0.0 0.0 0.0
H -2.403 2.919 2.315 0.0 0.0 0.0
H -3.714 1.891 4.137 0.0 0.0 0.0
H -2.754 0.046 5.472 0.0 0.0 0.0
H -0.450 -0.742 4.998 0.0 0.0 0.0
H 0.857 0.292 3.204 0.0 0.0 0.0
C 5.137 -0.615 -1.378 0.0 0.1 -0.1
Si 4.644 -1.999 -0.193 -0.1 0.0 0.0
C 4.955 -1.306 1.541 0.0 0.0 0.1
C 5.976 -3.327 -0.414 0.1 -0.1 0.0
As 2.522 -2.686 -0.704 -0.1 0.0 -0.2
Si 2.022 -3.719 1.276 0.0 0.0 -0.1
C 0.512 -4.816 0.994 -0.1 -0.1 0.0
C 1.549 -2.587 2.711 0.0 0.1 0.1
C 3.355 -4.869 1.981 0.1 -0.1 0.0
H 6.190 -0.341 -1.245 0.0 0.0 0.0
H 4.524 0.275 -1.215 0.0 0.0 0.0
H 4.988 -0.926 -2.416 0.0 0.0 0.0
H 6.017 -1.075 1.682 0.0 0.0 0.0
H 4.656 -2.016 2.316 0.0 0.0 0.0
H 4.379 -0.390 1.697 0.0 0.0 0.0
H 6.985 -2.909 -0.315 0.0 0.0 0.0
H 5.878 -3.785 -1.401 0.0 0.0 0.0
H 5.857 -4.122 0.328 0.0 0.0 0.0
H -0.323 -4.228 0.602 0.0 0.0 0.0
H 0.187 -5.294 1.925 0.0 0.0 0.0
H 0.743 -5.592 0.260 0.0 0.0 0.0
H 0.657 -2.004 2.465 0.0 0.0 0.0
H 2.352 -1.879 2.933 0.0 0.0 0.0
H 1.338 -3.168 3.616 0.0 0.0 0.0
H 3.673 -5.582 1.217 0.0 0.0 0.0
H 2.974 -5.424 2.846 0.0 0.0 0.0
H 4.240 -4.311 2.300 0.0 0.0 0.0
C -6.203 -4.454 0.787 0.0 0.0 0.0
C -4.837 -3.896 0.422 0.0 0.1 0.0
N -4.853 -2.456 0.198 0.1 -0.1 0.1
C -4.639 -1.563 1.196 -0.1 0.0 0.0
S -4.641 -1.999 2.830 0.0 0.1 -0.1
N -4.453 -0.288 0.805 0.1 0.0 0.1
C -4.732 0.254 -0.519 -0.1 -0.1 0.0
C -6.230 0.406 -0.762 0.0 0.0 0.0
H -6.162 -5.545 0.836 0.0 0.0 0.0
H -6.945 -4.169 0.037 0.0 0.0 0.0
H -6.520 -4.070 1.756 0.0 0.0 0.0
H -4.481 -4.337 -0.510 0.0 0.0 0.0
H -4.112 -4.126 1.205 0.0 0.0 0.0
H -4.516 -2.185 -0.716 -0.1 0.0 0.0
H -4.210 0.353 1.545 0.0 0.0 0.0
H -4.288 -0.373 -1.293 0.1 0.1 0.0
H -4.235 1.221 -0.587 0.0 0.0 0.1
H -6.740 -0.557 -0.709 0.0 0.0 0.0
H -6.408 0.839 -1.749 0.0 0.0 0.0
H -6.671 1.067 -0.014 0.0 0.0 0.0
C 1.671 0.675 0.856 0.2 0.0 0.0
H 2.202 0.855 -0.077 0.0 0.0 0.0
H 1.002 -0.170 0.744 0.2 -0.1 0.3
H 2.383 0.518 1.663 -0.1 0.1 0.1
```
Forces are in eV/Å.